No. 1
This record from OMol25 describes a 6-piece molecular cluster, C25H67N4O14P3 overall at a distorted geometry. The level of theory is ωB97M-V with the def2-TZVPD basis set.

Atoms and positions in Å:
C  3.53499  -0.71394  5.38977
O  2.30790  -0.01996  5.17029
C  2.45295  1.28343  4.59665
P  3.03170  2.46116  5.97204
N  3.51238  3.86906  5.41494
C  1.01303  1.75026  4.20067
C  0.39387  0.95295  3.02920
C  -0.05463  -0.46616  3.42940
O  -1.01093  -0.64019  4.06426
O  0.73192  -1.52565  2.99583
N  0.93419  3.20112  3.88042
P  -0.32677  3.90995  4.81096
N  -1.70827  3.57664  4.12049
P  3.74282  1.40542  3.21935
N  3.64494  2.96796  2.45868
O  3.32428  0.34668  1.97768
H  3.95667  -1.16087  4.46968
H  4.29694  -0.13147  5.93015
H  3.28610  -1.57362  6.03981
H  4.05312  1.85392  6.74681
H  1.87651  2.67681  6.77357
H  4.47546  4.02882  5.70960
H  0.37123  1.59407  5.09817
H  1.00294  0.95256  2.10904
H  -0.54596  1.47638  2.76303
H  0.28573  -1.98756  2.26929
H  0.70894  3.35242  2.89877
H  -0.23515  3.43435  6.14184
H  -0.14736  5.31626  4.86266
H  -2.20383  4.42577  3.85843
H  3.79575  2.86221  1.45273
H  4.47529  3.44575  2.80537
H  2.95497  -0.47003  2.35766
C  -1.05159  6.50080  -0.84904
O  -0.34666  5.72453  -1.80377
C  0.99655  5.46384  -1.41600
C  1.15496  4.05438  -0.88355
O  0.46662  3.88388  0.35410
C  -0.76383  3.19415  0.21028
H  -2.10721  6.48701  -1.11808
H  -0.94266  6.09614  0.16025
H  -0.69624  7.53621  -0.87072
H  1.33910  6.19806  -0.68022
H  1.61454  5.57244  -2.31299
H  2.21552  3.87063  -0.68379
H  0.82242  3.31745  -1.62049
H  -0.57838  2.13148  0.01343
H  -1.37357  3.61518  -0.59309
H  -1.31275  3.28578  1.14902
C  3.38037  -0.11338  -1.38729
O  3.19722  1.04558  -2.18105
C  4.03718  1.08235  -3.32641
C  3.27438  0.71310  -4.58362
O  2.87446  -0.65199  -4.56822
C  1.50296  -0.81174  -4.24308
H  2.56902  -0.14083  -0.66135
H  3.35407  -1.03181  -1.98071
H  4.33175  -0.04749  -0.85018
H  4.90600  0.43067  -3.19161
H  4.40049  2.11038  -3.42496
H  3.93696  0.84200  -5.44610
H  2.41120  1.37096  -4.72417
H  0.87827  -0.49707  -5.08536
H  1.22976  -0.24369  -3.35045
H  1.32311  -1.86948  -4.05092
C  -3.88670  -0.59843  2.89567
O  -4.08167  0.52494  2.04542
C  -3.14750  0.57652  0.98191
C  -3.76001  0.10683  -0.32304
O  -4.06319  -1.28079  -0.28741
C  -5.44486  -1.53374  -0.08177
H  -4.75023  -0.67233  3.55632
H  -3.80471  -1.52714  2.32339
H  -2.98632  -0.45955  3.50139
H  -2.25146  -0.00763  1.22173
H  -2.84745  1.62406  0.87318
H  -3.02909  0.25207  -1.12706
H  -4.64914  0.69565  -0.56887
H  -6.00699  -1.29531  -0.99079
H  -5.84085  -0.95811  0.75844
H  -5.56820  -2.59361  0.13505
C  6.70006  -2.83444  -2.39366
O  5.75597  -3.51508  -3.20155
C  5.28077  -2.71642  -4.28183
C  5.94203  -3.10511  -5.58822
O  7.32834  -2.78278  -5.58848
C  8.15200  -3.91509  -5.36870
H  7.15664  -3.56231  -1.72343
H  7.48666  -2.37109  -2.99467
H  6.19733  -2.06886  -1.79207
H  5.42623  -1.65365  -4.07280
H  4.20661  -2.89684  -4.36380
H  5.48180  -2.52987  -6.39814
H  5.78766  -4.16729  -5.80222
H  8.16136  -4.55152  -6.25990
H  7.81908  -4.49677  -4.50555
H  9.16605  -3.56279  -5.18057
C  -7.30144  -5.51860  -1.03643
O  -7.65266  -4.14654  -1.11003
C  -8.49345  -3.85648  -2.21954
C  -9.93855  -3.69419  -1.79195
O  -10.48846  -4.92333  -1.33657
C  -10.56108  -4.99880  0.07758
H  -6.83233  -5.69407  -0.06876
H  -8.17820  -6.16490  -1.12243
H  -6.58350  -5.76510  -1.82544
H  -8.40004  -4.62733  -2.99052
H  -8.14447  -2.91037  -2.64589
H  -10.52863  -3.38385  -2.66062
H  -10.03348  -2.91644  -1.02786
H  -11.36032  -4.34827  0.44778
H  -9.61436  -4.72117  0.54730
H  -10.79500  -6.02808  0.34828

Properties
2S+1: 1
Charge: 0
HOMO level (eV): -7.787
Energy (Ha): -3288.85467
F_max (eV/A): 3.02
Orbital gap (eV): 8.049

No. 2
This record from OMol25 describes a 9-piece molecular cluster, C25H45NO11 overall at a distorted geometry. The level of theory is ωB97M-V with the def2-TZVPD basis set.

Atoms and positions in Å:
N  -3.72880  -1.74739  -2.79036
C  -3.20633  -1.77903  -4.24099
O  -3.12005  -2.95639  -4.90112
C  -2.80058  -0.37591  -4.98895
C  -1.23075  0.07303  -4.81259
C  -0.99569  0.32860  -3.19487
C  -0.32284  -0.83248  -2.20271
C  -0.15868  -0.51530  -0.56959
C  -0.61826  0.93996  0.02980
C  -1.26982  2.06960  -1.01223
C  -1.48040  1.82272  -2.62164
C  -1.76193  3.51323  -0.32598
O  -1.51863  4.68874  -0.91081
C  -2.52142  3.33891  1.15303
C  -3.85623  4.17063  1.61610
C  -4.47892  3.85567  3.13315
C  -3.82086  2.80164  4.20679
C  -2.48526  1.97311  3.72246
C  -1.85056  2.22267  2.19823
C  -0.52076  1.37557  1.64035
O  0.54217  1.11010  2.40923
H  -3.29237  -2.57123  -2.31419
H  -4.75053  -1.97510  -2.84318
H  -2.96918  -0.55692  -6.15588
H  -3.58364  0.43981  -4.67339
H  -1.11448  1.10533  -5.39833
H  -0.55783  -0.78117  -5.24990
H  0.04931  -1.88403  -2.60583
H  0.29913  -1.30794  0.16597
H  -1.95007  2.64227  -3.34737
H  -4.34392  4.94747  0.88261
H  -5.46542  4.42159  3.49193
H  -4.24163  2.56283  5.27899
H  -1.89931  1.18100  4.37762
C  -1.37658  -0.01479  7.40023
O  -1.53649  1.37092  7.15804
H  -2.30956  -0.52810  7.15602
H  -0.57293  -0.40514  6.77106
H  -1.13961  -0.17632  8.45464
H  -0.69339  1.79967  7.38351
C  1.81554  1.40985  5.26527
O  1.35484  2.22402  6.32795
H  1.94924  0.38937  5.63177
H  1.07881  1.41130  4.45822
H  2.77213  1.79195  4.90062
H  1.24555  3.12263  5.97293
C  2.48896  2.00003  -2.01720
O  2.00979  1.52779  -3.26290
H  3.53257  2.30300  -2.12973
H  1.89434  2.85999  -1.69943
H  2.42164  1.20210  -1.27370
H  1.08240  1.26648  -3.13200
C  -2.51077  -5.86969  -1.45678
O  -2.67067  -4.48398  -1.69897
H  -3.44375  -6.38299  -1.70099
H  -1.70711  -6.26004  -2.08595
H  -2.27380  -6.03122  -0.40237
H  -1.82758  -4.05522  -1.47350
C  1.30137  -5.35142  -0.71874
O  1.14146  -3.96571  -0.96093
H  0.36839  -5.86473  -0.96295
H  2.10502  -5.74177  -1.34791
H  1.53834  -5.51295  0.33567
H  1.98456  -3.53695  -0.73546
C  6.45898  2.38717  -0.82224
O  5.27353  2.33372  -0.05007
H  6.33061  1.76851  -1.71350
H  6.65278  3.41972  -1.12283
H  7.29608  2.00453  -0.23327
H  5.41725  2.89151  0.73331
C  5.33590  2.89235  -4.75884
O  6.71225  2.96077  -4.43419
H  4.98910  1.86551  -4.62144
H  4.77172  3.55654  -4.09956
H  5.19140  3.18702  -5.80111
H  6.99144  3.88287  -4.56554
C  -1.09577  -4.35017  1.82562
O  -0.51451  -5.56395  2.26527
H  -0.47396  -3.92455  1.03456
H  -2.09696  -4.54557  1.43380
H  -1.15032  -3.64773  2.66086
H  -1.08772  -5.91791  2.96642

Properties
2S+1: 1
Charge: 0
HOMO level (eV): -8.794
Energy (Ha): -1861.12222
F_max (eV/A): 8.35
Orbital gap (eV): 7.207

Among the records above, which one has the lowest energy? C25H67N4O14P3